[1]
16
Properties=species:S:1:pos:R:3:nbo_charge:R:1 method="wB97M-V/def2-TZVPD" lumo_energy_ha=0.1247 spin_multiplicity=1 total_charge=-1 smiles="CC[C@@](O)(S)S(=O)(=O)[O-]"
S 0.54203 0.21212 -1.89535 2.42
S -0.59494 1.88356 0.15444 -0.10
O 0.17999 -1.08591 -2.35322 -1.04
O -1.66793 -0.30921 -0.60012 -0.77
O -0.09956 1.27892 -2.66895 -1.04
O 1.91162 0.50546 -1.57325 -1.01
C 0.44632 -0.69102 0.70321 -0.44
C -0.33812 0.14804 -0.28457 -0.14
C 0.19508 -0.31338 2.15922 -0.60
H -0.89915 2.44252 -1.03998 0.19
H 0.45369 0.74870 2.26028 0.21
H -1.67017 -0.88727 -1.40165 0.50
H 0.87040 -0.82665 2.79827 0.19
H 0.07761 -1.82086 0.67313 0.21
H 1.48019 -0.66170 0.52322 0.24
H -0.88706 -0.62333 2.54533 0.20

[2]
17
Properties=species:S:1:pos:R:3:nbo_charge:R:1 method="wB97M-V/def2-TZVPD" lumo_energy_ha=0.0147 spin_multiplicity=1
S -2.26975 0.26883 -0.56498 2.36
P 0.08679 -0.85319 0.28684 2.34
O 0.73334 -2.17175 0.38313 -1.06
O 0.67087 0.13195 1.45507 -0.82
O -1.46764 -0.68184 0.54501 -0.96
O -2.66232 -0.71120 -1.51370 -0.92
O -3.26284 1.04935 0.08486 -0.87
C 1.98640 -0.30649 1.93272 -0.26
C -0.90450 1.16198 -1.27603 -0.69
C 0.23584 0.03385 -1.37283 -0.81
H 1.97316 -0.82972 2.94501 0.20
H -0.51909 1.87664 -0.55709 0.26
H 1.32237 0.57473 -1.28735 0.27
H 2.71249 0.63095 2.02636 0.19
H -1.14867 1.64456 -2.22718 0.28
H 2.37066 -1.01773 1.31816 0.20
H 0.14290 -0.80091 -2.17801 0.29

[3]
14
Properties=species:S:1:pos:R:3:nbo_charge:R:1 method="wB97M-V/def2-TZVPD" lumo_energy_ha="-0.0772 / -0.0175" spin_multiplicity=1
S 0.91991 1.10509 -1.77671 0.41
S 0.80646 0.50533 2.70057 -0.41
P 0.48393 -0.14029 0.84380 1.06
O -1.15602 -0.15740 0.57770 -0.86
C 0.74726 1.56244 -0.03285 -0.87
C 1.86645 -0.28958 -1.82158 -0.64
C -2.16330 -1.15392 0.82051 -0.25
H 1.60582 -0.84599 -2.70780 0.21
H 1.66832 2.08830 0.22413 0.25
H -3.12862 -0.69687 1.19197 0.21
H -0.17710 2.29603 0.09064 0.27
H -1.75436 -2.04306 1.33526 0.19
H -2.35670 -1.51552 -0.29023 0.18
H 2.63795 -0.71455 -1.15541 0.23

[4]
12
Properties=species:S:1:pos:R:3:nbo_charge:R:1 method="wB97M-V/def2-TZVPD" lumo_energy_ha=0.1495 spin_multiplicity=1 total_charge=-1
S -0.09403 -0.27313 -2.05576 -0.75
O -2.03488 1.02706 1.51642 -0.57
C 1.30827 0.10587 0.38485 -0.64
C 0.77975 -0.95177 -0.54726 -0.53
C -2.01622 0.79468 0.34176 0.28
H 2.39126 0.05591 0.45735 0.18
H 0.02384 -1.64328 -0.13700 0.18
H 1.01456 1.12737 0.10148 0.21
H -1.89511 1.53462 -0.48488 0.12
H -2.03410 -0.23802 -0.08082 0.13
H 0.94045 0.01391 1.42657 0.19
H 1.61621 -1.55320 -0.92270 0.18

[5]
12
Properties=species:S:1:pos:R:3:nbo_charge:R:1 method="wB97M-V/def2-TZVPD" lumo_energy_ha=0.1219 spin_multiplicity=1 total_charge=-1 smiles=[O-]CCCS
S 0.39001 1.97383 0.61403 -0.13
O -0.31118 -1.88133 -1.56086 -0.97
C 0.13105 0.37041 -0.24281 -0.48
C -0.31460 -0.76187 0.64582 -0.46
C -0.46268 -2.07727 -0.22912 -0.01
H -1.25561 -0.52617 1.15042 0.18
H 1.41769 1.63029 1.36196 0.09
H -0.61205 0.63517 -0.98509 0.22
H 0.48166 -0.94370 1.37825 0.17
H 0.29684 -2.78786 0.15392 0.07
H 1.00122 0.06893 -0.82706 0.23
H -1.45089 -2.49949 0.06619 0.07

[6]
13
Properties=species:S:1:pos:R:3:nbo_charge:R:1 method="wB97M-V/def2-TZVPD" lumo_energy_ha=0.1120 spin_multiplicity=1 total_charge=-1 smiles=[O-]CCCSS
S -3.22641 1.03881 1.06187 -0.23
S -1.44892 0.07317 1.74689 0.08
O 0.54438 0.12255 -2.04118 -0.93
C -0.68359 -0.42228 0.20871 -0.60
C 1.47349 -0.10549 -1.06842 -0.01
C 0.84587 -0.51559 0.37182 -0.45
H -2.75451 2.26383 0.56414 0.13
H 1.23245 0.20780 1.16351 0.18
H 2.20840 0.73357 -0.87184 0.07
H 1.27836 -1.53915 0.72076 0.17
H -0.64571 0.53096 -0.43424 0.31
H 2.17715 -0.95510 -1.36104 0.08
H -1.00096 -1.43307 -0.06099 0.22

[7]
13
Properties=species:S:1:pos:R:3:nbo_charge:R:1 method="wB97M-V/def2-TZVPD" lumo_energy_ha=0.1073 spin_multiplicity=1 total_charge=-1 smiles=[O-]CCCSS
S 3.46748 0.31828 0.95931 -0.18
S 1.48831 0.11003 1.20762 0.11
O -1.83691 1.53848 -0.12802 -0.92
C 0.58480 0.32302 -0.30573 -0.64
C -0.59705 -0.65057 -0.36363 -0.50
C -1.94337 0.24492 0.14015 0.01
H 3.93860 -0.86336 0.50378 0.09
H -2.78593 -0.15102 -0.51538 0.07
H 1.12867 0.26433 -1.25192 0.21
H -2.12672 -0.16355 1.16331 0.06
H -0.77470 -0.85372 -1.41213 0.19
H -0.60473 -1.42962 0.39518 0.19
H 0.06155 1.31278 -0.39253 0.30

[8]
11
Properties=species:S:1:pos:R:3:nbo_charge:R:1 method="wB97M-V/def2-TZVPD" lumo_energy_ha=0.0390 spin_multiplicity=1
P 1.94343 -1.17134 0.19584 0.34
C -0.54561 0.86870 -0.30671 -0.14
C -1.65464 0.25986 -0.45953 -0.46
C 0.79778 -0.03904 0.91309 -0.75
H 1.14253 0.94868 1.37152 0.23
H 0.11583 -0.47892 1.56134 0.21
H 0.84687 -1.92088 -0.44918 -0.02
H -2.12503 -0.56195 0.14931 0.21
H -0.17230 1.71361 -0.79864 0.19
H 2.07467 -0.41550 -0.97009 -0.03
H -2.42353 0.79677 -1.20696 0.20

[9]
11
Properties=species:S:1:pos:R:3:nbo_charge:R:1 method="wB97M-V/def2-TZVPD" lumo_energy_ha=0.0278 spin_multiplicity=1
P 2.00081 -0.00868 0.68465 0.41
C 0.48530 0.11539 0.10342 -0.34
C -0.33416 1.18358 -0.44801 -0.73
C -0.71877 -1.60876 0.24539 -0.59
H -1.33344 1.03412 -0.19549 0.23
H -0.68874 -1.76214 -0.81521 0.20
H -1.72270 -1.22329 0.59773 0.20
H 0.05608 2.04927 0.08559 0.23
H 2.47889 1.22980 0.36159 -0.08
H -0.19976 -2.43971 0.87373 0.22
H -0.02352 1.43042 -1.49339 0.24

[10]
11
Properties=species:S:1:pos:R:3:nbo_charge:R:1 method="wB97M-V/def2-TZVPD" lumo_energy_ha="-0.0114 / -0.0113" spin_multiplicity=1 smiles="C=P(=C)C"
P 0.18998 -0.22908 -0.44676 1.20
C -0.28182 1.25962 -1.07418 -0.94
C 0.95987 0.19563 1.20317 -0.93
C -1.06537 -1.38334 -0.31244 -0.94
H 1.53553 -0.71839 1.41946 0.23
H 0.45988 1.97716 -1.04992 0.20
H -1.48215 -1.63863 -1.22630 0.22
H -1.05955 -2.03446 0.54183 0.23
H 1.53573 1.11810 1.35059 0.25
H -0.01332 0.28290 1.67742 0.25
H -0.77878 1.17049 -2.08288 0.22

[11]
11
Properties=species:S:1:pos:R:3:nbo_charge:R:1 method="wB97M-V/def2-TZVPD" lumo_energy_ha=0.0481 spin_multiplicity=1 smiles=CCC
C 0.50437 1.21021 -0.05106 -0.61
C 0.03017 -0.11216 0.60188 -0.39
C -0.54709 -1.10740 -0.42776 -0.61
H 0.20588 -1.27574 -1.23418 0.20
H -0.69072 -2.09354 0.03280 0.21
H 0.99638 1.81846 0.72297 0.21
H 0.82721 -0.62056 1.11939 0.19
H -0.35361 1.76407 -0.47259 0.20
H -0.70751 0.10958 1.38360 0.19
H 1.23263 1.01692 -0.81887 0.20
H -1.49772 -0.70985 -0.85618 0.20

[12]
15
Properties=species:S:1:pos:R:3:nbo_charge:R:1 method="wB97M-V/def2-TZVPD" lumo_energy_ha=0.0034 spin_multiplicity=1
Br -2.16885 0.90441 -1.47608 -0.01
O -0.39511 2.76900 -0.12203 -0.88
O 1.08386 1.36040 0.97951 -0.89
C 0.02219 -0.98375 -0.78524 -0.45
C -0.31873 0.51491 -0.94920 -0.51
C -0.50139 -1.34339 0.66956 -0.62
B 0.16701 1.60300 0.11367 1.04
H -0.47510 -1.59819 -1.59885 0.22
H -0.35188 -2.42733 0.75787 0.21
H 1.18631 -0.97693 -0.79613 0.23
H 0.28457 1.26767 -2.16442 0.22
H 0.25108 -0.95974 1.32611 0.22
H -1.48367 -1.02386 0.88446 0.22
H 1.68345 2.07688 1.33704 0.51
H -0.36188 3.43313 0.61158 0.49

Energy above the lowest of the compared OMol25 structures with the same formula, charge and spin for every record listed, in sequence, given in kcal/mol: 18.12 13.96 93.56 28.05 37.90 32.33 29.93 58.85 57.99 57.95 1.62 42.69.